Entry 1:
{
  "formula": "C28H40B2O31V",
  "method": "ωB97M-V with the def2-TZVPD basis set",
  "e_above_lowest_kcal_mol": 4.47,
  "multiplicity": 4,
  "gap_ev": [8.191, 8.369],
  "symbols": ["V", "O", "C", "O", "B", "O", "C", "O", "O", "C", "O", "C", "O", "O", "O", "C", "O", "B", "O", "C", "O", "O", "C", "O", "C", "O", "O", "C", "C", "O", "C", "O", "O", "C", "H", "H", "H", "H", "H", "H", "H", "H", "C", "C", "O", "C", "O", "O", "C", "H", "H", "H", "H", "H", "H", "H", "H", "C", "C", "O", "C", "O", "O", "C", "H", "H", "H", "H", "H", "H", "H", "H", "C", "C", "O", "C", "O", "O", "C", "H", "H", "H", "H", "H", "H", "H", "H", "C", "C", "O", "C", "O", "O", "C", "H", "H", "H", "H", "H", "H", "H", "H"],
  "xyz": [[8.952, -14.547, -24.543], [13.969, -18.814, -29.963], [13.120, -18.704, -29.145], [12.125, -17.810, -29.155], [11.252, -18.024, -28.010], [11.874, -19.112, -27.243], [12.920, -19.587, -27.883], [13.526, -20.574, -27.634], [9.915, -18.374, -28.522], [9.010, -17.605, -27.980], [7.852, -17.532, -28.271], [9.744, -16.621, -27.050], [11.024, -16.827, -27.200], [9.188, -15.852, -26.313], [10.042, -16.319, -23.692], [10.655, -17.263, -23.262], [10.632, -18.519, -23.606], [11.589, -19.265, -22.734], [11.949, -18.278, -21.643], [11.422, -17.119, -21.940], [11.466, -16.112, -21.286], [11.004, -20.471, -22.185], [11.815, -21.516, -22.404], [11.652, -22.640, -22.067], [13.073, -20.962, -23.147], [12.835, -19.683, -23.426], [13.981, -21.649, -23.461], [3.800, -16.162, -22.598], [5.198, -16.729, -22.887], [5.290, -16.866, -24.302], [6.151, -16.175, -25.008], [6.959, -15.368, -24.598], [6.079, -16.440, -26.297], [5.215, -17.439, -26.828], [3.789, -15.116, -22.916], [3.610, -16.192, -21.527], [3.072, -16.725, -23.179], [5.208, -17.654, -22.310], [5.972, -16.050, -22.537], [5.250, -18.438, -26.397], [5.434, -17.519, -27.887], [4.186, -17.089, -26.718], [14.837, -16.293, -24.838], [13.473, -15.666, -24.626], [13.278, -14.581, -25.591], [12.184, -13.913, -25.580], [11.181, -14.201, -24.936], [12.274, -12.887, -26.428], [11.193, -12.023, -26.695], [15.217, -16.590, -23.861], [15.541, -15.661, -25.374], [14.767, -17.241, -25.372], [13.336, -15.263, -23.625], [12.667, -16.355, -24.878], [11.185, -11.212, -25.965], [10.218, -12.500, -26.583], [11.338, -11.535, -27.655], [6.458, -9.716, -22.697], [7.473, -10.859, -22.706], [8.766, -10.338, -22.975], [9.672, -11.171, -23.483], [9.436, -12.284, -23.839], [10.840, -10.602, -23.636], [11.192, -9.289, -23.228], [6.737, -8.930, -21.977], [5.578, -10.041, -22.138], [6.349, -9.139, -23.611], [7.175, -11.552, -23.495], [7.444, -11.393, -21.754], [11.589, -8.842, -24.143], [12.039, -9.288, -22.543], [10.389, -8.678, -22.825], [8.206, -12.711, -29.666], [7.613, -13.718, -28.686], [6.685, -13.048, -27.824], [6.969, -12.856, -26.554], [7.972, -13.210, -25.991], [6.010, -12.162, -25.947], [4.722, -12.001, -26.543], [8.891, -12.066, -29.117], [7.353, -12.151, -30.049], [8.656, -13.265, -30.486], [8.376, -14.312, -28.182], [7.051, -14.465, -29.248], [4.288, -12.976, -26.760], [4.761, -11.470, -27.493], [4.140, -11.436, -25.823], [5.768, -15.417, -19.065], [6.483, -14.147, -19.543], [7.005, -14.290, -20.889], [8.230, -14.105, -21.279], [8.603, -14.345, -22.394], [9.014, -13.573, -20.334], [10.379, -13.348, -20.657], [6.168, -16.287, -19.581], [4.720, -15.159, -19.203], [5.947, -15.602, -18.008], [7.359, -13.946, -18.925], [5.865, -13.254, -19.535], [10.850, -13.133, -19.698], [10.533, -12.490, -21.311], [10.932, -14.208, -21.039]],
  "lowdin_spin": [2.797, 0.000, 0.000, 0.000, 0.000, 0.000, 0.000, 0.000, 0.000, 0.000, 0.001, 0.007, 0.005, 0.012, 0.012, 0.005, 0.003, 0.000, 0.000, 0.001, 0.001, 0.000, 0.000, 0.000, 0.000, 0.000, 0.000, 0.000, 0.000, 0.002, 0.006, 0.020, 0.003, 0.000, 0.000, 0.000, 0.000, 0.000, 0.000, 0.000, 0.000, 0.000, 0.000, 0.000, 0.002, 0.004, 0.016, 0.002, 0.001, 0.000, 0.000, 0.000, 0.000, 0.000, 0.000, 0.000, 0.000, 0.000, 0.000, 0.001, 0.003, 0.027, 0.000, 0.000, 0.000, 0.000, 0.000, 0.000, 0.000, 0.000, 0.000, 0.000, 0.000, 0.000, 0.002, 0.006, 0.021, 0.003, 0.000, 0.000, 0.000, 0.000, 0.000, 0.000, 0.000, 0.000, 0.000, 0.000, 0.000, 0.001, 0.005, 0.025, 0.002, 0.000, 0.000, 0.000, 0.000, 0.000, 0.000, 0.000, 0.000, 0.000]
}

Entry 2:
{
  "formula": "C3H9N2O",
  "method": "ωB97M-V with the def2-TZVPD basis set",
  "smiles": "C[C@H]([NH3+])C(N)=O",
  "e_above_lowest_kcal_mol": 6.20,
  "gap_ev": 11.549,
  "charge": 1,
  "symbols": ["C", "C", "N", "C", "N", "O", "H", "H", "H", "H", "H", "H", "H", "H", "H"],
  "xyz": [[1.611, 0.627, -0.648], [0.354, -0.208, -0.681], [-0.667, 0.506, -1.518], [-0.326, -0.259, 0.693], [-0.084, -1.292, 1.489], [-1.105, 0.645, 0.966], [2.243, 0.316, 0.154], [1.412, 1.691, -0.498], [2.215, 0.503, -1.547], [0.452, -1.206, -1.106], [-1.452, -0.116, -1.731], [-0.238, 0.906, -2.349], [-1.127, 1.195, -0.903], [-0.425, -1.295, 2.440], [0.601, -2.002, 1.278]],
  "nbo_charge": [-0.644, -0.132, -0.679, 0.644, -0.771, -0.612, 0.257, 0.245, 0.244, 0.236, 0.445, 0.446, 0.476, 0.435, 0.412]
}

Entry 3:
{
  "formula": "C15H43BI2O8PS5",
  "method": "ωB97M-V with the def2-TZVPD basis set",
  "gap_ev": 5.379,
  "charge": -1,
  "symbols": ["C", "C", "I", "C", "P", "C", "C", "O", "I", "B", "O", "O", "H", "H", "H", "H", "H", "H", "H", "H", "H", "H", "H", "H", "H", "C", "S", "O", "C", "H", "H", "H", "H", "H", "H", "C", "S", "O", "C", "H", "H", "H", "H", "H", "H", "C", "S", "O", "C", "H", "H", "H", "H", "H", "H", "C", "S", "O", "C", "H", "H", "H", "H", "H", "H", "C", "S", "O", "C", "H", "H", "H", "H", "H", "H"],
  "xyz": [[-1.793, 6.681, 0.358], [-1.252, 6.407, -1.134], [-0.903, 8.419, -2.003], [0.141, 5.581, -1.080], [-0.149, 3.660, -0.954], [1.280, 3.443, 0.323], [2.164, 2.140, 0.131], [2.674, 1.742, -0.923], [2.561, 0.943, 1.960], [-0.702, 1.814, -0.856], [-0.838, 1.019, 0.335], [-1.041, 1.143, -2.115], [-2.398, 5.775, 0.687], [-0.875, 6.739, 1.031], [-2.441, 7.615, 0.430], [-2.066, 5.878, -1.723], [0.648, 5.774, -2.091], [0.718, 6.004, -0.194], [-1.103, 3.961, 0.118], [-1.198, 3.849, -1.974], [0.804, 3.396, -2.018], [2.018, 4.327, 0.363], [0.819, 3.381, 1.379], [-0.952, 1.603, 1.117], [-1.970, 1.345, -2.359], [-0.868, -4.520, -2.981], [-1.615, -3.163, -2.055], [-2.794, -2.678, -2.841], [-0.271, -1.990, -2.316], [-1.562, -5.362, -2.982], [-0.676, -4.208, -4.010], [0.063, -4.821, -2.498], [-0.114, -1.834, -3.384], [0.641, -2.374, -1.855], [-0.541, -1.043, -1.847], [-0.569, -4.272, 2.251], [0.307, -5.660, 1.500], [0.773, -5.220, 0.150], [-1.153, -6.692, 1.253], [0.152, -3.480, 2.456], [-1.333, -3.898, 1.566], [-1.028, -4.593, 3.187], [-1.878, -6.166, 0.630], [-1.596, -6.936, 2.221], [-0.847, -7.611, 0.754], [-4.768, -6.553, -0.882], [-3.966, -8.160, -1.066], [-2.503, -7.913, -1.239], [-4.648, -8.527, -2.697], [-4.450, -6.116, 0.065], [-4.476, -5.893, -1.701], [-5.852, -6.684, -0.873], [-4.363, -7.746, -3.404], [-5.736, -8.595, -2.631], [-4.246, -9.484, -3.032], [3.151, 0.788, 6.567], [1.544, 0.269, 5.928], [0.649, 1.463, 5.947], [1.100, -0.761, 7.344], [3.599, 1.478, 5.851], [3.026, 1.292, 7.527], [3.798, -0.084, 6.681], [1.101, -0.162, 8.256], [1.812, -1.584, 7.433], [0.101, -1.165, 7.176], [4.483, 4.485, -3.246], [3.743, 5.837, -2.308], [2.580, 6.339, -3.091], [5.102, 7.004, -2.548], [3.780, 3.651, -3.259], [4.684, 4.808, -4.270], [5.409, 4.169, -2.763], [5.264, 7.171, -3.615], [6.008, 6.607, -2.087], [4.835, 7.946, -2.070]],
  "mulliken_charge": [-0.960, -0.282, -0.122, -0.787, 0.738, -0.715, 0.208, -0.517, -0.129, 0.699, -0.598, -0.583, 0.231, 0.249, 0.365, 0.449, 0.169, 0.359, -0.432, -0.295, -0.281, 0.366, 0.322, 0.305, 0.257, -0.809, 0.630, -0.722, -0.619, 0.188, 0.367, 0.269, 0.344, 0.372, -0.008, -0.885, 0.411, -0.560, -0.695, 0.335, 0.233, 0.365, 0.002, 0.427, 0.337, -0.881, 0.469, -0.549, -0.936, 0.296, 0.259, 0.404, 0.280, 0.369, 0.322, -0.896, 0.574, -0.614, -0.939, 0.311, 0.313, 0.330, 0.295, 0.330, 0.292, -1.040, 0.732, -0.628, -1.100, 0.287, 0.381, 0.355, 0.316, 0.348, 0.326]
}

| no. | maximum force (hartree/bohr) |
| --- | --- |
| 1 | 0.044 |
| 2 | 0.018 |
| 3 | 0.087 |